[1]
DFT (ωB97M-V with the def2-TZVPD basis set) results for a structure of composition C3H3O3Tl at a distorted geometry.

Summary:
* orbital gap (spin up / spin down): 4.3 / 8.2 eV
* charge: -1
* HOMO energy (spin up / spin down): -1.56 / -5.45 eV
* LUMO (spin up / spin down): 2.78 / 2.76 eV
* DFT total energy: -13991.4980 eV
* 2S+1: 2
* energy relative to the best compared isomer or geometry (same formula, charge and spin): 80.4 kJ/mol

Last column: Mulliken spin population.
Cartesian coordinates (Å):
H1 3.01316 0.69871 -0.34890  0.01
O1 1.09169 1.48104 0.77488  0.00
C1 1.25665 0.36592 0.33363  0.01
O2 2.43365 -0.05251 -0.17180  0.00
O3 0.42397 -0.64163 0.31413  -0.05
Tl1 1.57968 -2.70462 0.58604  1.04
H2 -2.57052 0.53009 -1.33043  0.00
C2 -2.59831 0.16844 -0.24513  0.00
C3 -3.78324 0.45900 0.00663  0.00
H3 -0.84672 -0.30444 0.08094  0.01



[2]
DFT (ωB97M-V with the def2-TZVPD basis set) results for the ion C3H3O4 with charge -1 at a distorted geometry.

Summary:
* orbital gap (spin up / spin down): 6.8 / 6.8 eV
* charge: -1
* HOMO energy (spin up / spin down): -2.71 / -2.71 eV
* LUMO (spin up / spin down): 4.14 / 4.14 eV
* DFT total energy: -11346.7275 eV
* energy relative to the best compared isomer or geometry (same formula, charge and spin): 378.7 kJ/mol

Last column: Mulliken charge in e.
Cartesian coordinates (Å):
C1 -0.91909 1.72351 0.09718  -0.15
C2 -1.18907 -1.06800 -0.42360  -0.89
C3 -0.45191 0.39156 -0.48120  0.98
O1 -0.87293 -0.24597 -1.58483  -0.32
O2 1.02405 0.34303 -0.40545  -0.58
O3 -0.35397 2.49241 0.93954  -0.62
O4 -0.21816 -2.03746 -0.18284  -0.23
H1 -1.82838 2.15909 -0.34933  0.29
H2 0.60867 -2.04010 -0.77569  0.25
H3 1.20365 0.84057 0.39474  0.28



[3]
DFT (ωB97M-V with the def2-TZVPD basis set) results for a cluster of 2 separate species, C3H3OP in total at a distorted geometry.

Summary:
* orbital gap (spin up / spin down): 7.8 / 7.8 eV
* charge: 0
* HOMO energy (spin up / spin down): -8.73 / -8.73 eV
* LUMO (spin up / spin down): -0.91 / -0.91 eV
* DFT total energy: -14489.3716 eV
* energy relative to the best compared isomer or geometry (same formula, charge and spin): 545.2 kJ/mol

Last column: Mulliken charge in e.
Cartesian coordinates (Å):
C1 -0.15542 -0.24569 0.05049  0.07
C2 0.34943 0.33742 -0.87702  -0.48
C3 -1.55935 -1.54523 1.48993  0.31
O1 -2.14749 -1.07116 2.35741  -0.21
P1 1.45816 1.44112 -1.82521  -0.13
H1 -1.62618 -2.57520 0.96779  0.32
H2 2.66434 1.00631 -1.06849  0.06
H3 1.01651 2.65242 -1.09489  0.06



[4]
DFT (ωB97M-V with the def2-TZVPD basis set) results for the ion C3H3OS with charge +1 at a distorted geometry.

Summary:
* orbital gap (spin up / spin down): 7.3 / 8.1 eV
* charge: +1
* HOMO energy (spin up / spin down): -14.37 / -16.96 eV
* LUMO (spin up / spin down): -7.11 / -8.88 eV
* DFT total energy: -16028.5576 eV
* 2S+1: 3
* energy relative to the best compared isomer or geometry (same formula, charge and spin): 156.6 kJ/mol

Last column: Mulliken spin population.
Cartesian coordinates (Å):
C1 0.56245 -0.29593 -0.35436  0.13
C2 0.48025 0.23215 0.98467  0.15
C3 -0.21312 -0.37076 -1.40641  1.09
O1 -1.75995 1.04576 0.21568  0.36
S1 -0.94258 0.95541 1.42283  0.16
H1 1.39356 -0.94535 -0.27598  0.09
H2 1.12756 0.08267 1.75810  0.01
H3 -0.64817 -0.70395 -2.34453  0.01



[5]
DFT (ωB97M-V with the def2-TZVPD basis set) results for a structure of composition C3H3OSm at a distorted geometry.

Summary:
* orbital gap (spin up / spin down): 8.2 / 7.9 eV
* charge: +2
* HOMO energy (spin up / spin down): -18.23 / -18.44 eV
* LUMO (spin up / spin down): -10.03 / -10.49 eV
* DFT total energy: -23089.0356 eV
* 2S+1: 8
* energy relative to the best compared isomer or geometry (same formula, charge and spin): 110.2 kJ/mol

Last column: Mulliken spin population.
Cartesian coordinates (Å):
C1 0.13610 0.76221 0.38447  0.68
C2 0.08728 -0.29374 1.19190  0.05
H1 -0.87142 -0.80711 1.36670  0.07
H2 0.94318 -0.62395 1.79216  0.04
Sm1 1.01507 3.09280 1.22331  6.08
C3 -0.40597 -1.90489 -2.26964  0.00
O1 -0.68288 -1.09804 -3.01516  0.00
H3 -0.22136 0.87271 -0.67374  0.08



[6]
DFT (ωB97M-V with the def2-TZVPD basis set) results for an isolated molecule of C3H3P at a distorted geometry.

Summary:
* orbital gap: 6.9 eV
* charge: 0
* HOMO energy: -8.74 eV
* LUMO: -1.81 eV
* DFT total energy: -12440.5115 eV
* energy relative to the best compared isomer or geometry (same formula, charge and spin): 432.1 kJ/mol

Last column: Mulliken charge in e.
Cartesian coordinates (Å):
C1 0.89372 -0.78887 -3.00194  -0.03
C2 0.62687 -0.47998 -1.39911  -0.03
C3 -0.40638 0.37519 0.96880  -0.91
P1 0.44101 -1.03740 0.13372  0.04
H1 0.09368 1.36339 0.93167  0.31
H2 -0.32084 0.16168 1.99447  0.33
H3 -1.32805 0.40599 0.37239  0.29



[7]
DFT (ωB97M-V with the def2-TZVPD basis set) results for an isolated molecule of C3H4 at a distorted geometry.

Summary:
* orbital gap: 9.9 eV
* charge: 0
* HOMO energy: -10.25 eV
* LUMO: -0.35 eV
* DFT total energy: -3171.6965 eV
* energy relative to the best compared isomer or geometry (same formula, charge and spin): 207.8 kJ/mol

Last column: Mulliken charge in e.
Cartesian coordinates (Å):
C1 -0.18052 -0.19615 0.00080  -0.91
C2 2.20655 -0.34757 -0.00268  -0.29
C3 1.18757 0.47430 -0.00258  0.05
H1 -0.78864 0.07073 0.85370  0.29
H2 1.09153 1.55798 -0.01033  0.31
H3 -0.69555 -0.05659 -0.94281  0.27
H4 0.04992 -1.27149 0.08428  0.29



[8]
DFT (ωB97M-V with the def2-TZVPD basis set) results for a cluster of 16 separate species, C3H40N2O15 in total at a distorted geometry.

Summary:
* orbital gap: 9.3 eV
* charge: 0
* HOMO energy: -9.09 eV
* LUMO: 0.23 eV
* DFT total energy: -37455.7650 eV
* energy relative to the best compared isomer or geometry (same formula, charge and spin): 0.0 kJ/mol

Last column: Mulliken charge in e.
Cartesian coordinates (Å):
N1 -0.89452 0.24703 1.16829  -0.37
C1 -0.96711 -0.55043 -0.07785  0.23
C2 0.35973 -0.71816 -0.77258  0.19
N2 0.14084 -1.25810 -2.12081  -0.20
C3 1.33638 -1.85673 -2.68959  -0.81
H1 -0.96469 -0.36528 1.98197  0.44
H2 -1.68396 0.88715 1.19638  0.35
H3 -1.33118 -1.53454 0.16367  -0.38
H4 -1.66779 -0.11836 -0.75747  0.61
H5 0.90896 0.22454 -0.78185  -0.40
H6 0.97172 -1.39335 -0.21246  -0.53
H7 -0.20957 -0.50841 -2.69743  0.34
H8 2.21349 -1.19874 -2.74427  0.26
H9 1.59296 -2.75254 -2.13470  0.23
H10 1.13942 -2.18943 -3.70883  0.43
H11 2.08583 -2.12919 2.89047  0.50
H12 0.61002 -2.60559 2.98523  0.43
O1 1.52352 -2.95365 2.88610  -0.85
H13 3.45668 0.42281 -0.58012  0.33
H14 3.07728 1.59812 0.41460  0.33
O2 3.46278 1.40742 -0.49763  -0.81
H15 0.48408 1.01803 1.50321  0.60
H16 1.22882 1.98107 2.55403  0.23
O3 1.35241 1.51326 1.70473  -0.89
H17 -3.87478 -0.95944 -0.95822  0.45
H18 -4.07592 -0.11041 0.35232  0.37
O4 -4.12499 -1.01538 -0.00467  -0.78
H19 -1.71425 3.29025 -1.13434  0.39
H20 -1.14682 3.84175 0.19494  0.42
O5 -2.00051 3.55200 -0.23059  -0.76
H21 -3.23357 2.29864 0.26164  0.35
H22 -4.51267 2.11851 1.24596  0.26
O6 -3.91410 1.66144 0.63972  -0.64
H23 -2.88824 -2.21861 0.46584  0.46
H24 -2.67939 -3.79882 0.70773  0.24
O7 -2.20406 -2.93172 0.74589  -0.73
H25 1.09728 3.93542 -0.33554  0.42
H26 0.99465 3.30602 1.07465  0.39
O8 0.63727 4.03698 0.53871  -0.82
H27 -0.84839 3.69413 -3.38056  0.28
H28 0.24619 3.10522 -2.40861  0.43
O9 -0.70364 3.03072 -2.68203  -0.67
H29 2.52659 0.12938 2.23169  0.39
H30 3.45142 -0.96393 1.57424  0.44
O10 3.08196 -0.69575 2.45306  -0.85
H31 -2.20618 -0.50590 -2.58318  0.28
H32 -3.62347 -0.13150 -3.12944  0.33
O11 -3.15465 -0.79788 -2.59917  -0.65
H33 2.47088 2.47040 -1.43542  0.39
H34 2.57104 3.87418 -2.24954  0.28
O12 1.94314 3.23310 -1.84907  -0.69
H35 0.73732 -3.20192 -0.15109  0.33
H36 1.65593 -3.28068 1.14661  0.40
O13 1.68781 -3.28682 0.12022  -0.78
H37 -1.55133 -2.38086 2.29427  0.37
H38 -1.55508 -2.33184 3.87338  0.27
O14 -1.11563 -1.98405 3.10430  -0.81
H39 4.31999 -1.94297 -0.54856  0.26
H40 2.81720 -2.06083 -0.14714  0.35
O15 3.53732 -1.39525 -0.27132  -0.65



[9]
DFT (ωB97M-V with the def2-TZVPD basis set) results for a structure of composition C3H43I2O21P2S at a distorted geometry.

Summary:
* orbital gap: 7.0 eV
* charge: +1
* HOMO energy: -11.58 eV
* LUMO: -4.63 eV
* DFT total energy: -92412.0243 eV

Last column: Mulliken charge in e.
Cartesian coordinates (Å):
C1 2.95300 4.57269 1.19941  -1.45
C2 3.47319 3.28899 0.64263  0.54
I1 5.46766 3.26138 0.10849  0.26
C3 2.72164 2.18195 0.48869  -0.18
I2 3.44226 0.36681 -0.27959  0.36
S1 1.03722 2.07294 0.95541  -0.11
P1 -0.02278 3.64283 -0.13972  -0.07
P2 -1.84968 3.74869 1.09004  0.83
O1 -2.12672 5.11282 1.49853  -0.59
O2 -2.99814 3.04870 0.28946  -0.28
O3 -1.62444 2.83014 2.37855  -0.49
H1 2.17440 4.36427 1.91619  0.34
H2 3.74655 5.09788 1.70316  0.49
H3 2.59386 5.19826 0.39148  0.39
H4 0.98509 2.53313 2.21226  0.26
H5 -0.36005 2.93349 -1.31382  0.20
H6 -3.76629 2.96187 0.89142  0.26
H7 -1.05816 3.31058 2.99999  0.34
O4 8.81048 1.21856 0.27440  -0.59
H8 9.02106 0.60910 0.98948  0.31
H9 7.95014 1.57199 0.51726  0.21
O5 3.49700 6.46435 3.56524  -0.62
H10 2.90408 6.91801 4.17399  0.30
H11 4.07284 7.16581 3.24072  0.32
O6 3.71839 -1.19531 3.03785  -0.64
H12 3.05943 -1.88967 2.87796  0.41
H13 3.66370 -0.60741 2.27827  0.19
O7 4.23774 -0.63829 -3.51446  -0.59
H14 4.10774 0.01126 -2.81601  0.16
H15 4.85096 -0.22416 -4.13074  0.30
O8 6.33460 -0.56400 1.31013  -0.56
H16 5.70781 -0.98577 1.91564  0.33
H17 6.52195 -1.23878 0.64814  0.32
O9 -3.97996 0.92282 -1.63378  -0.70
H18 -3.36655 1.36590 -1.04006  0.34
H19 -4.62469 0.52831 -1.02962  0.31
O10 -3.22464 -1.88746 -2.61003  -0.58
H20 -3.51936 -0.98198 -2.44378  0.30
H21 -2.62838 -2.08302 -1.87663  0.29
O11 1.96848 -3.29798 3.78824  -0.65
H22 2.27053 -3.82896 4.53287  0.30
H23 1.10716 -2.96718 4.06350  0.32
O12 0.12552 -0.91232 -1.04611  -0.42
H24 -0.02898 -0.06720 -0.61714  0.15
H25 -0.11349 -0.76115 -1.98264  0.32
O13 -2.07427 -4.61382 -3.90770  -0.57
H26 -2.39004 -3.73839 -3.65165  0.27
H27 -1.43980 -4.83526 -3.21479  0.36
O14 -1.08273 -1.47480 -3.72386  -0.68
H28 -1.71043 -1.94827 -3.15267  0.29
H29 -0.85064 -2.12806 -4.40647  0.34
O15 -5.01943 1.00374 1.25103  -0.56
H30 -4.76895 0.41560 1.96934  0.23
H31 -5.92609 1.25760 1.46602  0.35
O16 -1.95026 -4.85140 -1.02984  -0.59
H32 -1.54325 -5.41420 -0.35684  0.30
H33 -2.86208 -5.15903 -1.08199  0.33
O17 -0.23057 -6.45870 1.06167  -0.63
H34 0.54503 -5.90034 0.94097  0.31
H35 0.11023 -7.25183 1.48743  0.30
O18 -1.44226 -2.29433 0.51356  -0.58
H36 -0.55292 -2.41403 0.85757  0.27
H37 -1.53392 -2.98995 -0.14781  0.32
O19 -6.86134 -0.95561 2.27451  -0.64
H38 -6.02765 -1.34992 1.99932  0.32
H39 -7.42337 -1.03549 1.49566  0.33
O20 -6.45819 2.94423 -0.97650  -0.61
H40 -6.08362 3.82904 -0.92417  0.31
H41 -5.70258 2.35941 -1.10792  0.35
O21 -1.55402 -3.70930 -5.59155  -0.68
H42 -2.26774 -4.15459 -5.00780  0.37
H43 -2.04265 -3.32423 -6.33175  0.26



[10]
DFT (ωB97M-V with the def2-TZVPD basis set) results for a structure of composition C3H4AgO2 at a distorted geometry.

Summary:
* orbital gap: 6.1 eV
* charge: -1
* HOMO energy: -2.25 eV
* LUMO: 3.83 eV
* DFT total energy: -11266.1973 eV

Last column: Mulliken charge in e.
Cartesian coordinates (Å):
O1 -0.73687 -1.64845 -0.86624  -0.78
C1 0.00487 -0.68689 -1.36820  0.23
C2 0.75414 0.18303 -0.61724  -0.58
O2 0.72252 0.12688 0.75092  -0.25
C3 -0.44807 0.77442 1.42770  -0.50
Ag1 -1.05357 -1.45336 1.15645  0.00
H1 -0.19302 -0.36650 -2.41177  0.32
H2 1.72561 0.24924 -1.21293  0.20
H3 -0.75993 1.62394 0.78711  0.18
H4 -0.01568 1.19769 2.35421  0.19